Record 1
Density functional theory data (wB97M-V/def2-TZVPD) for a cluster of 12 separate species, C28H79BO15S11 in total at a distorted geometry.

Last column: Mulliken charge in e.
Cartesian coordinates (Å):
S: 6.18 -0.71 -3.64  0.7086
S: 0.47 2.57 -2.90  0.5754
S: -0.20 -1.57 -0.90  0.6161
S: 3.64 3.86 4.94  0.5189
S: -3.40 4.40 -4.93  0.4387
S: 4.76 4.60 -5.41  0.6412
S: -6.44 1.66 0.74  0.4592
S: -7.73 -3.48 -1.66  0.3878
S: 1.82 -4.13 9.58  0.4455
S: -3.48 -5.81 -3.36  0.6282
S: 6.60 2.59 -0.99  0.4308
O: -0.77 -2.75 -0.18  -0.6545
O: -2.59 0.34 1.83  -0.4981
O: -8.28 -2.09 -1.59  -0.5843
O: 1.13 1.28 -3.27  -0.6422
O: 6.28 3.30 -2.27  -0.5475
O: -2.09 3.71 -5.13  -0.5354
O: 6.02 -1.13 -2.22  -0.6805
O: 4.79 3.90 5.89  -0.6337
O: -4.96 -5.82 -3.59  -0.7092
O: 3.28 4.61 -5.64  -0.7144
O: -6.58 1.25 2.17  -0.6418
O: 0.33 -1.12 6.70  -0.2454
O: 1.41 -0.06 4.78  -0.3258
O: -0.96 -0.65 3.13  -0.2780
O: 0.34 -4.13 9.39  -0.5780
C: -1.46 -0.28 -0.91  -0.0526
C: -6.42 -3.62 -0.43  -0.6185
C: 2.43 -5.75 9.07  -0.9246
C: -0.90 -1.44 4.36  0.1411
C: -6.65 -3.56 -3.10  -0.6400
C: -0.29 -1.93 -2.67  -0.7494
C: -4.00 4.89 -6.56  -0.9519
C: -2.73 -4.90 -4.72  -1.0023
C: -2.85 -7.44 -3.84  -1.0251
C: 5.37 2.98 -5.90  -0.9331
C: 1.46 3.33 -1.59  -0.8369
C: 5.19 1.53 -0.60  -0.3104
C: -7.81 0.94 -0.18  -0.7901
C: 6.33 3.77 0.36  -0.9532
C: -5.16 0.63 0.00  -0.5657
C: 7.45 -1.76 -4.38  -1.0516
C: -3.03 6.07 -4.35  -0.9358
C: 2.69 5.38 5.19  -0.9115
C: -0.78 -0.39 7.33  -0.3516
C: -2.22 -0.02 2.98  -0.0425
C: 2.40 2.75 5.64  -0.8895
C: 2.55 -3.21 8.21  -0.7039
C: 0.91 3.77 -4.18  -0.6316
C: -2.26 -3.66 4.38  -1.0255
C: -1.71 -1.55 8.01  -0.6957
C: -0.81 -3.01 4.02  -0.4091
C: 5.52 5.51 -6.77  -1.0378
C: 4.79 -1.42 -4.57  -0.9123
B: 0.32 -0.86 5.27  0.2423
H: -4.26 3.99 -7.12  0.3086
H: 5.02 2.74 -6.90  0.4731
H: 3.64 -3.30 8.25  0.4769
H: -3.19 -7.69 -4.85  0.3095
H: 2.45 5.50 6.25  0.3071
H: 6.43 3.25 1.32  0.3726
H: 4.26 2.11 -0.62  -0.0249
H: -5.70 -2.80 -0.56  -0.0418
H: -2.40 -0.68 -1.29  0.2198
H: -4.20 0.89 0.45  0.1359
H: -5.92 -2.75 -3.07  0.1937
H: 4.73 -2.49 -4.37  0.3913
H: 7.08 4.55 0.29  0.3557
H: 6.61 5.42 -6.70  0.3672
H: -3.24 -8.18 -3.14  0.3289
H: -7.67 1.12 -1.25  0.2959
H: -2.95 0.20 3.83  0.3728
H: 2.18 -3.61 7.26  0.1593
H: -3.23 5.45 -7.10  0.3028
H: -8.74 1.41 0.15  0.4056
H: -1.37 0.22 6.55  0.2058
H: -1.64 -4.98 -4.65  0.3662
H: -3.03 -3.14 3.70  0.2393
H: -6.14 -4.53 -3.12  0.2632
H: -1.30 -2.23 -2.94  0.1012
H: 1.08 4.33 -1.38  0.4168
H: 3.30 6.22 4.86  0.3176
H: 8.41 -1.51 -3.91  0.3336
H: 5.17 5.12 -7.73  0.3025
H: -6.87 -3.55 0.56  0.3475
H: -3.96 6.65 -4.31  0.3993
H: -2.29 -4.78 4.17  0.3569
H: 1.40 0.01 3.80  0.2073
H: 2.18 3.03 6.67  0.3903
H: 4.94 -1.24 -5.63  0.3561
H: 5.24 6.56 -6.69  0.3399
H: 5.33 1.09 0.39  0.3915
H: -3.07 -5.31 -5.68  0.3834
H: -5.11 0.82 -1.08  0.4456
H: 1.78 5.34 4.60  0.3301
H: 2.80 1.74 5.62  0.2629
H: -1.76 -7.43 -3.79  0.3758
H: 5.33 4.21 0.28  0.2444
H: 6.46 2.97 -5.85  0.3732
H: -2.70 -1.12 8.37  0.3200
H: -1.60 0.07 0.11  -0.0874
H: -1.84 -2.42 7.26  0.0122
H: 7.51 -1.57 -5.45  0.3497
H: 0.04 -3.55 4.58  0.2509
H: 2.07 -5.99 8.07  0.2889
H: -0.44 0.29 8.18  0.3725
H: 0.01 -1.05 -3.24  0.2894
H: -1.11 -1.93 8.90  0.2431
H: -5.92 -4.58 -0.54  0.3892
H: 0.42 3.47 -5.11  0.3248
H: 5.14 0.74 -1.34  0.0454
H: -5.38 -0.42 0.18  0.1259
H: -1.13 0.55 -1.53  0.1014
H: -7.86 -0.13 0.01  0.1725
H: 4.97 2.24 -5.19  0.1467
H: 2.51 3.38 -1.89  0.1055
H: 0.55 4.76 -3.89  0.3458
H: 1.49 2.79 5.03  0.3042
H: -2.32 6.56 -5.02  0.3077
H: -1.87 -1.27 4.94  0.2127
H: -0.66 -3.19 2.89  0.2787
H: 3.88 -0.94 -4.24  0.1829
H: 2.26 -2.17 8.30  0.1693
H: 1.99 3.79 -4.32  0.0726
H: 7.23 -2.81 -4.19  0.3184
H: -3.02 -3.86 -4.64  0.2785
H: -4.90 5.51 -6.44  0.3754
H: 0.40 -2.75 -2.89  0.3519
H: 1.37 2.72 -0.70  0.3056
H: -7.26 -3.46 -4.00  0.3738
H: 3.52 -5.76 9.09  0.3535
H: -2.53 -3.51 5.49  0.2401
H: 2.06 -6.50 9.78  0.3203
H: -2.60 6.01 -3.35  0.2844

## Properties
- frontier orbital gap (eV) = 8.4949
- HOMO level (eV) = -8.30

Record 2
Density functional theory data (wB97M-V/def2-TZVPD) for a cluster of 8 separate species, C28H79N7O8 in total at a distorted geometry.

Last column: Mulliken charge in e.
Cartesian coordinates (Å):
O: 2.69 1.73 -2.88  -0.1451
O: -1.54 -0.25 5.24  -0.2869
O: -4.45 -2.06 -2.56  -0.4352
O: -4.47 1.68 0.90  -0.1222
O: 4.72 2.99 2.26  -0.3094
O: -2.04 1.63 -3.28  0.0702
O: 0.83 0.64 1.01  -0.1686
O: 0.13 -4.81 2.88  -0.1237
N: 6.07 2.78 -3.87  -0.6832
N: -2.18 -3.03 -3.95  -0.8192
N: -0.22 -0.50 -3.09  -0.1370
N: 3.57 -4.64 1.60  -0.6948
N: -1.94 0.99 -0.21  1.4068
N: 1.31 2.31 3.52  -0.5234
N: -0.08 -1.18 3.01  -0.6957
C: -2.00 -2.16 1.93  -1.0894
C: -2.26 -1.03 4.21  -1.0487
C: 1.59 -3.17 1.01  -0.8215
C: -1.56 -1.06 2.88  2.7724
C: 0.76 0.33 -5.30  -1.8288
C: -4.97 -0.81 -2.22  -0.5052
C: 4.39 1.51 -5.34  -1.3237
C: -3.59 2.73 0.45  -1.1713
C: -1.33 -3.94 -1.70  -1.2385
C: 3.71 2.39 3.11  -0.6424
C: -3.25 2.30 -3.62  -0.8045
C: 4.07 1.78 -2.84  -0.6996
C: -3.24 -2.35 -1.86  1.2070
C: 2.37 3.20 3.05  1.0940
C: 2.17 1.60 -1.60  -0.3991
C: -2.17 2.29 0.49  1.3826
C: -2.18 -0.34 6.49  -0.7901
C: 2.42 4.48 3.84  -1.5920
C: -2.52 -3.47 -2.58  0.1411
C: 4.67 2.40 -4.11  0.3255
C: 5.95 2.31 2.38  -0.7535
C: 2.27 -4.05 2.01  0.7901
C: -5.52 2.11 1.70  -0.9570
C: -1.19 3.36 0.02  -1.2544
C: -1.32 1.24 -4.42  -1.2749
C: 1.30 -5.27 2.26  -1.0365
C: -0.79 -5.84 3.10  -0.9754
C: 0.01 0.67 -4.05  1.3371
H: 4.20 -3.99 1.17  0.2337
H: 0.46 -0.60 -5.72  0.4412
H: 1.11 1.64 -1.61  -0.4189
H: 4.11 2.36 4.14  0.3433
H: -3.05 -2.18 1.82  0.7929
H: -3.08 3.17 -4.30  0.2843
H: -1.64 -5.40 3.58  0.2527
H: 6.34 3.45 -4.57  0.2857
H: 1.52 -3.61 0.02  0.5578
H: 0.24 -0.60 3.84  0.3041
H: -0.39 -6.61 3.76  0.3773
H: -3.10 0.26 6.50  0.3092
H: -1.50 -2.31 -3.79  0.2397
H: -1.17 3.40 -1.07  0.1342
H: 0.56 1.07 -6.07  0.4326
H: 0.03 0.71 0.46  -0.0165
H: 4.04 -5.12 2.39  0.2360
H: -2.94 -2.60 -4.52  0.3439
H: 0.91 1.83 2.72  0.2447
H: -1.49 4.38 0.33  0.5233
H: 1.85 0.38 -5.19  0.1973
H: 0.66 -0.03 1.69  0.1668
H: -1.47 0.15 7.15  0.2458
H: -2.73 0.37 0.04  -0.0015
H: -1.10 -6.34 2.18  0.3606
H: 5.85 1.23 2.15  0.2908
H: 4.65 0.48 -5.24  0.3502
H: 0.57 1.40 -3.48  -0.0954
H: -0.64 -3.11 -1.52  -0.0065
H: 0.96 -5.80 1.31  0.3037
H: -1.91 1.14 -1.19  -0.9624
H: -3.89 3.05 -0.59  0.0014
H: 2.21 3.44 2.01  -0.2611
H: 1.79 -6.07 2.84  0.3744
H: -1.23 2.13 -5.12  0.3977
H: -5.14 -0.61 -1.15  0.2652
H: -3.98 1.70 -4.17  0.3793
H: 0.19 -2.08 3.25  0.1365
H: -6.18 2.80 1.15  0.3646
H: -3.30 -0.64 4.08  0.3478
H: -3.64 2.75 -2.73  0.0597
H: -0.82 -4.81 -2.03  0.4865
H: -6.15 1.24 1.95  0.2337
H: 6.41 2.39 3.37  0.3029
H: -1.96 2.06 1.55  -0.1734
H: -2.49 -1.56 -1.76  -0.8372
H: -1.69 -3.12 2.32  -0.1653
H: -5.27 2.69 2.61  0.3410
H: -2.40 -1.37 6.88  0.2873
H: 0.61 -0.90 -2.62  0.1576
H: 2.51 4.24 4.92  0.3527
H: 2.34 -3.55 3.00  0.1287
H: 4.60 0.78 -2.76  0.2575
H: -5.99 -0.78 -2.62  0.3979
H: 3.51 1.32 2.81  0.2501
H: 6.67 2.72 1.66  0.2702
H: 0.57 -3.12 1.34  -0.2776
H: -3.18 -4.30 -2.82  0.4208
H: -1.73 -0.08 2.39  -1.4404
H: 6.66 1.96 -4.04  0.2642
H: -2.40 -2.09 4.51  0.3875
H: 4.93 1.93 -6.19  0.4102
H: -0.19 3.22 0.35  -0.0600
H: -1.58 -2.00 0.92  -0.1057
H: -3.76 3.61 1.06  0.5275
H: 3.37 5.02 3.56  0.3499
H: 3.35 1.64 -5.60  0.2810
H: 0.63 2.87 3.97  0.2333
H: 1.54 5.09 3.57  0.4390
H: 2.45 0.68 -1.10  0.4253
H: -4.37 0.02 -2.54  0.0258
H: -1.73 -4.26 -0.76  0.3793
H: -3.51 -2.64 -0.79  0.2001
H: 2.04 -2.17 0.93  0.2518
H: 4.12 3.31 -4.29  0.3333
H: -0.91 -0.31 -2.36  -0.3773
H: -1.80 0.41 -4.96  0.3619
H: 2.40 2.45 -0.87  0.3948
H: 4.37 2.36 -1.97  0.2932

## Properties
- frontier orbital gap (eV) = 9.1197
- energy relative to the best compared isomer or geometry (same formula, charge and spin) (kJ/mol) = 64.9
- HOMO level (eV) = -8.55
- SMILES = COC[C@H](C)N.COC[C@H](C)N.COC[C@H](C)N.COC[C@H](C)N.COC[C@H](C)N.COC[C@H](C)N.COC[C@H](C)N.O

Record 3
Density functional theory data (wB97M-V/def2-TZVPD) for a structure of composition C28H80N2NbO12P2 at a distorted geometry.

Last column: Mulliken charge in e.
Cartesian coordinates (Å):
Nb: -0.59 1.83 -3.99  -0.1675
P: -0.33 3.31 -6.23  0.4710
P: 0.86 3.11 -2.30  0.4559
O: -1.66 3.38 -6.96  -0.7357
O: 3.32 4.19 -4.20  -0.3695
O: 2.92 -2.32 6.05  -0.4491
O: 1.01 0.85 -4.59  -0.3029
O: 2.01 2.06 -1.76  -0.5407
O: -0.61 -4.62 -6.27  -0.5957
O: -0.07 3.40 -0.95  -0.3557
O: -2.81 -1.45 -1.50  -0.4099
O: 0.53 -3.72 1.65  -0.5444
O: 0.41 -3.16 8.88  -0.4270
O: -0.52 6.99 -0.60  -0.5604
O: -4.12 -2.40 1.87  -0.4650
N: 1.97 -2.42 -5.96  -0.3568
N: -2.09 2.99 -3.43  -0.3209
C: -4.90 -1.44 3.95  -1.2897
C: 0.34 -5.44 9.71  -1.2529
C: 0.88 -2.81 -6.85  -0.7887
C: -1.65 -2.44 -6.54  -1.5252
C: -3.28 2.54 -2.69  -0.0860
C: 3.44 -1.73 7.24  0.4384
C: -0.93 -2.95 -1.37  -1.1515
C: 3.92 4.98 -5.21  0.4118
C: 4.60 -0.80 6.93  -1.4378
C: -0.41 -3.20 -6.11  1.1852
C: -4.15 3.69 -2.21  -1.1380
C: 3.80 -2.80 8.25  -1.1080
C: 0.39 -3.51 4.07  -1.3148
C: -1.70 -3.96 9.78  -1.2763
C: 0.79 -0.32 -5.35  0.6036
C: 0.39 7.23 0.47  0.3441
C: -4.48 0.00 1.93  -1.1445
C: 2.11 -0.97 -5.75  -1.1542
C: -3.17 -3.72 -2.25  -1.6064
C: -4.92 -1.36 2.44  0.4368
C: 3.85 4.29 -6.57  -1.0874
C: 5.35 5.36 -4.84  -1.3985
C: -0.14 -3.05 2.72  0.7386
C: -2.19 -2.56 -2.13  1.2161
C: 1.72 7.74 -0.06  -1.1593
C: -0.18 -4.02 9.85  0.4041
C: 0.56 5.97 1.31  -1.0195
C: -0.06 -1.54 2.55  -1.2479
H: 0.20 -0.08 -6.25  0.2321
H: -0.24 -3.03 -5.04  -0.2069
H: 5.43 -1.37 6.50  0.3596
H: 2.40 7.97 0.77  0.3607
H: -3.57 4.61 -2.08  0.3129
H: 1.58 8.64 -0.65  0.3131
H: -0.07 -6.09 10.49  0.4171
H: 0.16 -3.47 8.01  0.2570
H: 0.30 4.60 -6.19  -0.0476
H: -1.92 -2.19 -3.13  -0.4077
H: 0.67 -2.02 -7.60  0.2162
H: -2.05 -2.94 9.90  0.3143
H: 0.30 -4.59 4.16  0.3934
H: 1.43 -5.46 9.78  0.3007
H: -0.46 -1.25 1.57  0.2663
H: 4.96 -0.31 7.83  0.3827
H: 3.31 5.89 -5.24  0.2467
H: -4.06 -3.40 -2.80  0.3953
H: -3.45 0.19 2.24  0.2400
H: 2.60 -1.15 7.63  0.2070
H: 1.20 6.14 2.17  0.3996
H: -0.41 5.61 1.65  0.2804
H: -0.27 -2.09 -1.30  0.2150
H: -2.99 1.90 -1.84  0.0814
H: -1.47 -1.36 -6.56  0.3009
H: -3.85 1.89 -3.36  0.3126
H: 1.46 -3.49 1.66  0.3294
H: 4.26 4.93 -7.35  0.4087
H: -2.04 -4.33 8.81  0.3320
H: -1.83 3.90 -3.04  0.0468
H: -3.89 -1.27 4.32  0.2762
H: 5.96 4.46 -4.77  0.3532
H: 5.37 5.86 -3.87  0.3149
H: -4.51 0.03 0.84  0.2533
H: -1.20 -3.27 -0.36  0.2584
H: 0.05 -5.85 8.74  0.3033
H: -0.19 6.24 -1.12  0.3239
H: -5.55 -0.69 4.40  0.3867
H: 1.18 -3.70 -7.40  0.4519
H: -3.21 -2.25 2.15  0.1964
H: -1.96 -2.74 -7.55  0.5105
H: 2.92 -3.42 8.44  0.1698
H: -0.16 -3.03 4.89  0.2931
H: -1.74 0.47 -4.40  0.1276
H: 1.65 1.16 -1.69  0.3092
H: 2.84 -2.74 -6.37  0.2583
H: 3.61 -2.86 5.66  0.3113
H: -2.49 -2.61 -5.86  0.3155
H: 0.98 -1.21 2.61  0.4329
H: 3.79 3.35 -4.14  0.2698
H: -3.48 -4.05 -1.26  0.3430
H: -0.62 -1.03 3.33  0.3558
H: 4.61 -3.43 7.88  0.3879
H: 2.81 -0.80 -4.93  0.4169
H: -0.39 -3.77 -1.85  0.4654
H: -0.10 8.01 1.06  0.2857
H: -5.23 -2.43 4.29  0.3311
H: -2.72 -4.56 -2.77  0.3835
H: 2.50 -0.46 -6.64  0.2465
H: 4.30 -0.04 6.21  0.3430
H: -5.93 -1.58 2.08  0.3103
H: -3.05 -1.73 -0.60  0.1948
H: 4.42 3.36 -6.54  0.3306
H: -0.60 2.63 -0.71  0.1875
H: 2.19 6.98 -0.68  0.2405
H: -4.95 3.91 -2.92  0.2943
H: 2.81 4.05 -6.81  0.0938
H: -1.50 -4.76 -6.62  0.3450
H: 0.66 2.73 -7.11  -0.0843
H: -5.10 0.80 2.32  0.4326
H: 1.00 5.19 0.68  0.1568
H: 1.44 -3.23 4.18  0.2285
H: -1.18 -3.38 2.61  0.1279
H: 4.12 -2.37 9.20  0.3752
H: -4.61 3.48 -1.24  0.2800
H: 0.20 -1.04 -4.76  -0.2851
H: 5.79 6.02 -5.59  0.3899
H: -2.16 -4.58 10.56  0.3725
H: -0.58 0.91 -2.38  -0.1018
H: 0.15 -3.61 10.81  0.2585

## Properties
- frontier orbital gap (eV) = 5.7135
- total charge = -1
- HOMO level (eV) = -4.03